ORCA calculation (wB97M-V/def2-TZVPD) on a molecular structure, C12H10IrN13O5S3.

Geometry as XYZ:
```
44
Properties=species:S:1:pos:R:3:mulliken_charge:R:1
Ir -0.143 -0.680 0.230 0.84
N -1.145 -8.206 -1.865 -0.63
C -1.123 -7.039 -1.095 1.11
C -2.193 -6.726 -0.255 -0.75
C -2.166 -5.582 0.519 -0.41
C -1.067 -4.738 0.460 -0.22
C 0.016 -5.056 -0.347 -0.22
C -0.009 -6.202 -1.118 -0.87
S -0.990 -3.278 1.442 1.36
O 0.415 -2.897 1.534 -0.80
O -1.696 -3.553 2.661 -0.73
N -1.637 -1.982 0.665 -0.28
C -2.755 -2.003 -0.122 0.64
N -3.647 -2.989 -0.015 -0.49
C -4.704 -2.916 -0.815 -0.13
C -4.918 -1.870 -1.692 -0.70
C -3.944 -0.878 -1.695 -0.15
N -2.870 -0.930 -0.933 -0.32
H -2.072 -8.532 -2.087 0.22
H -0.567 -8.160 -2.690 0.23
H -3.052 -7.387 -0.215 0.27
H -2.994 -5.337 1.168 0.44
H 0.871 -4.396 -0.372 0.51
H 0.829 -6.437 -1.763 0.25
H -5.414 -3.734 -0.740 0.40
H -5.790 -1.824 -2.327 0.37
H -4.032 -0.009 -2.339 0.40
N 2.357 -0.485 -2.144 -0.04
C 2.410 0.410 -1.132 0.46
N 3.394 1.329 -1.015 -0.50
N 3.118 2.021 0.053 -0.50
N 2.014 1.547 0.561 0.48
N 1.526 0.510 -0.153 0.06
C 1.383 -1.461 -2.294 0.69
N 1.359 -2.289 -3.317 -0.62
N 0.246 -3.023 -3.110 -0.76
N -0.359 -2.646 -2.041 -0.19
N 0.355 -1.645 -1.475 0.17
H 3.072 -0.439 -2.849 0.21
O -0.808 2.423 0.616 -0.56
S -0.588 1.829 1.902 1.04
O -0.854 0.367 1.941 -0.54
O -1.035 2.499 3.084 -0.61
S 1.554 1.897 2.179 -0.13
```

The total charge is -1. The calculation puts the energy above the lowest of the compared OMol25 structures with the same formula, charge and spin at 1.202 eV. The max |F| is 0.0146 hartree/bohr. The value obtained for the HOMO-LUMO gap (spin up / spin down) is 0.3051 / 0.2911 Ha. The spin multiplicity is 2. Its expectation value of S² is 0.752.